--- one ---
Computed, not measured: C7H19N8O13Pb as an isolated structure, with ωB97M-V/def2-TZVPD.

Molar mass (u): 630.47
E_HOMO (hartree): -0.164
Charge: -1

Atoms and positions in Å:
1 C 2.35 4.22 1.49
2 H -6.90 -0.87 -1.80
3 O 1.94 3.15 1.22
4 N 2.65 -5.70 0.69
5 H -5.50 -3.02 -3.60
6 H -4.45 2.90 2.01
7 O 2.88 -1.21 -2.67
8 H 3.92 3.70 2.36
9 Pb -0.14 -0.77 0.13
10 H -5.86 -0.33 -0.55
11 H -0.72 5.61 -3.30
12 N 3.43 4.54 2.09
13 H 1.78 -7.91 0.85
14 H 1.18 2.74 -3.57
15 C -0.60 3.59 -3.09
16 N -5.74 -2.26 -2.99
17 H -6.68 -1.93 -3.15
18 N -6.03 -0.98 -1.30
19 H 3.72 -1.48 2.95
20 O -4.19 -2.18 -1.26
21 H -2.05 4.71 -2.51
22 O -3.06 1.41 2.74
23 C -5.23 -1.87 -1.82
24 H 0.27 -7.68 0.06
25 C 3.85 -1.55 -1.97
26 H 3.26 -6.50 0.80
27 O 4.91 -2.07 -2.50
28 O 2.69 -0.88 5.64
29 C 1.50 -6.02 0.34
30 H 1.10 4.32 -4.09
31 O 1.69 -1.29 3.77
32 H 3.00 -4.77 0.52
33 H 3.67 5.51 2.18
34 H 0.95 5.33 0.61
35 C -4.18 1.62 3.20
36 N 0.58 3.53 -3.74
37 C 2.74 -1.05 4.39
38 O -1.06 2.58 -2.65
39 O -4.50 1.30 4.32
40 N 1.12 -7.28 0.42
41 O 3.86 -1.53 -0.74
42 O -5.07 2.36 2.52
43 H 5.44 -2.14 -1.70
44 O 3.92 -1.05 3.79
45 N -1.16 4.77 -2.97
46 H 2.22 6.17 1.49
47 O 0.79 -5.11 0.08
48 N 1.67 5.34 1.32

--- two ---
Computed, not measured: C7H19N8O13Pb as an isolated structure, with ωB97M-V/def2-TZVPD.

Molar mass (u): 630.47
E_HOMO (hartree): -0.148
Charge: -1

Atoms and positions in Å:
1 O -3.40 2.99 -0.54
2 O 1.12 -1.88 0.93
3 H -3.70 -0.16 2.48
4 C -3.00 1.86 -0.20
5 N 3.91 1.95 -0.28
6 H 2.05 -2.95 3.03
7 H -3.99 -1.53 3.61
8 H 3.67 2.45 -2.75
9 H 1.58 -4.95 0.23
10 H 0.12 3.57 -4.35
11 O -3.51 0.77 -0.81
12 O -1.44 -0.93 -1.57
13 O 0.45 3.03 1.45
14 N -1.41 1.91 -3.47
15 Pb 0.14 0.38 0.34
16 O 1.75 1.48 2.27
17 O -0.01 2.06 -1.68
18 C -0.24 2.24 -2.86
19 O -1.65 -3.13 -1.01
20 H -1.54 2.13 -4.44
21 H -1.24 -3.22 2.78
22 O 0.17 -2.38 -2.05
23 O 2.36 0.34 -0.75
24 H -2.25 1.50 -3.09
25 H 4.59 2.52 -0.76
26 N 3.13 1.69 -2.39
27 O -1.57 -1.02 1.67
28 H 0.95 -3.71 -0.80
29 H 1.70 -4.55 2.34
30 C -2.31 -1.59 2.44
31 H 2.45 1.30 -3.03
32 C -0.94 -2.10 -1.53
33 H -2.39 -2.59 -0.68
34 N 1.83 -3.56 2.26
35 N 1.30 -3.99 0.12
36 O -2.07 1.80 0.69
37 H 3.67 2.05 0.69
38 C 1.41 -3.06 1.07
39 C 1.27 2.65 2.30
40 N -2.16 -2.84 2.97
41 C 3.08 1.27 -1.12
42 O 1.60 3.49 3.33
43 H -2.89 -3.30 3.46
44 H -3.12 0.01 -0.35
45 H 2.08 2.89 3.93
46 H 1.36 3.19 -3.12
47 N -3.46 -1.03 2.94
48 N 0.56 2.95 -3.69

Preferred: two; penalty for the next structure: 0.3884 hartree.

--- one ---
Computed, not measured: a 2-piece molecular cluster, C8H13NO3 overall, with ωB97M-V/def2-TZVPD.

Structure (SMILES): C=CCC(N)=O.CC1=COCO1
Molar mass (u): 171.20
E_HOMO (hartree): -0.280

Atoms and positions in Å:
1 H -1.46 -0.14 -2.07
2 H 1.66 2.60 -0.10
3 H 2.48 -2.26 1.25
4 H 3.16 0.18 -1.75
5 C -1.07 0.44 -1.19
6 H -1.72 1.63 0.49
7 C 2.22 1.98 0.61
8 H 0.91 0.12 -1.67
9 O 2.47 -1.50 -0.67
10 O 1.71 -0.35 1.17
11 C 2.25 0.54 0.25
12 C 0.17 0.57 -0.98
13 H -4.43 -1.46 -0.12
14 C -3.04 -0.03 0.35
15 H -2.83 1.70 -0.91
16 H 1.75 2.08 1.61
17 N -3.79 -0.78 -0.51
18 O -3.05 -0.21 1.55
19 H -3.89 -0.54 -1.49
20 H 0.85 -2.11 0.47
21 H 0.46 1.17 -0.14
22 C 1.85 -1.64 0.59
23 C -2.18 1.04 -0.31
24 H 3.22 2.41 0.66
25 C 2.69 -0.13 -0.82

--- two ---
Computed, not measured: C8H13NO3 as an isolated structure, with ωB97M-V/def2-TZVPD.

Molar mass (u): 171.20
E_HOMO (hartree): -0.348

Atoms and positions in Å:
1 H 1.58 2.83 0.95
2 C 0.90 1.86 1.11
3 H 0.21 -2.13 -2.52
4 H -1.43 1.72 1.24
5 H -0.77 3.34 1.88
6 H -1.43 -3.08 -1.45
7 N 0.41 0.11 -0.56
8 H 2.44 -0.80 -1.12
9 C 2.53 0.61 -0.25
10 H -1.22 -0.78 -2.45
11 H 0.09 0.05 2.27
12 H 3.44 0.54 0.75
13 C 0.40 1.18 2.53
14 H -1.52 -0.25 -0.66
15 C -0.58 2.26 1.61
16 O 0.84 -0.78 -1.46
17 H 1.00 1.33 3.47
18 C -2.51 -1.64 -0.50
19 C -1.28 -2.26 -0.89
20 C -0.45 -1.54 -1.87
21 H -0.76 -2.79 -0.05
22 H 2.94 1.91 -1.09
23 O -3.55 -2.24 -0.54
24 C 1.16 0.87 0.10
25 O -2.46 -0.31 -0.49

Preferred: one; penalty for the next structure: 0.3027 hartree.

--- one ---
Computed, not measured: a 2-piece molecular cluster, C3H12N2OS overall, with ωB97M-V/def2-TZVPD.

Molar mass (u): 124.21
2S+1: 2
E_HOMO (spin up / spin down) (hartree): -0.495 / -0.485
⟨S²⟩: 0.759
Charge: +1

Atoms and positions in Å:
1 H -1.79 0.38 -0.96
2 H 0.63 -0.15 -1.56
3 H 1.06 0.28 0.21
4 H -0.85 0.37 2.08
5 H -1.51 1.76 1.12
6 C 0.50 0.55 -0.69
7 C -1.09 -1.39 0.15
8 H 0.54 2.51 0.10
9 H 6.59 1.18 -1.40
10 H -0.57 -2.02 -0.53
11 N 0.70 2.03 -0.81
12 S -2.89 -1.90 0.31
13 C -1.01 0.15 -0.10
14 O 6.71 1.32 -0.48
15 H -3.19 -0.87 1.03
16 H 6.96 0.48 -0.07
17 H 0.03 2.50 -1.55
18 N -1.44 0.69 1.25
19 H -0.60 -1.48 1.12

--- two ---
Computed, not measured: a 2-piece molecular cluster, C3H12N2OS overall, with ωB97M-V/def2-TZVPD.

Molar mass (u): 124.21
2S+1: 2
E_HOMO (spin up / spin down) (hartree): -0.485 / -0.477
⟨S²⟩: 0.756
Charge: +1

Atoms and positions in Å:
1 H -0.69 -1.30 -0.94
2 N 0.17 -0.25 0.79
3 H -2.52 0.11 -0.25
4 C -0.13 -1.46 -0.03
5 H 2.56 1.03 0.64
6 S 2.51 2.64 -1.23
7 C 2.04 1.14 -0.27
8 H 0.12 1.87 0.57
9 H -3.58 0.54 0.67
10 H -1.57 -2.96 0.64
11 H -0.51 0.03 1.51
12 H 0.05 0.79 -0.99
13 H -0.27 -2.67 1.71
14 N -0.64 -2.62 0.80
15 O -2.84 0.89 0.13
16 H 2.24 0.25 -0.94
17 H 1.69 2.60 -2.24
18 C 0.48 0.99 -0.04
19 H 0.90 -1.63 -0.52

Preferred: two; penalty for the next structure: 0.0062 hartree.

--- one ---
Computed, not measured: a 3-piece molecular cluster, H5O3 overall, with ωB97M-V/def2-TZVPD.

Molar mass (u): 53.04
E_HOMO (hartree): -0.152
Charge: -1

Atoms and positions in Å:
1 O -0.51 0.64 0.01
2 H -0.35 0.01 1.33
3 H 0.28 -1.14 2.27
4 O 0.57 -0.14 -2.24
5 H 0.12 0.09 -1.37
6 O -0.22 -0.32 2.33
7 H 1.49 -0.01 -2.02
8 H -1.39 0.88 -0.30

--- two ---
Computed, not measured: a 3-piece molecular cluster, H5O3 overall, with ωB97M-V/def2-TZVPD.

Molar mass (u): 53.04
E_HOMO (hartree): -0.148
Charge: -1

Atoms and positions in Å:
1 O 2.29 -0.33 0.00
2 O -0.23 0.30 -0.93
3 H -1.33 0.25 0.13
4 H 1.40 -0.35 -0.43
5 H -1.71 -0.62 1.16
6 O -1.78 0.35 1.10
7 H -0.73 0.06 -1.72
8 H 2.09 0.32 0.70

Preferred: one; penalty for the next structure: 0.0115 hartree.